Density functional theory data (ωB97M-V/def2-TZVPD) for one molecule with the formula C3H2ClF3 at a distorted geometry.

Results
* relative energy (zero: lowest compared OMol25 entry of this formula, charge and spin): 54.3 kJ/mol
* HOMO-LUMO gap: 10.48 eV
* E_LUMO: 0.74 eV
* SMILES: FC/C(F)=C(/F)Cl

Element x y z (Å)
F -1.7324 -1.2803 -0.6089
C -1.5861 -0.4851 0.5536
C -0.6286 0.5016 0.1755
F -1.1369 1.7206 -0.0763
C 0.6863 0.3988 0.0416
F 1.4668 1.4473 -0.1684
Cl 1.5041 -1.0742 0.0530
H -1.2719 -1.1478 1.4265
H -2.5048 -0.0711 0.7314

Force components x, y, z for each atom (eV/Å):
F -0.4 -0.5 0.4
C 1.7 -3.5 -0.2
C 1.6 2.1 0.2
F -0.3 0.5 0.1
C -0.2 -0.1 0.2
F -0.1 0.1 -0.3
Cl 0.3 -0.5 0.2
H -0.3 0.8 -1.3
H -2.3 1.2 0.7

Here are the natural (NBO) charges for atoms 1 to 8, given in e: -0.37 -0.02 0.24 -0.31 0.29 -0.29 0.06 0.20